{"formula": "C20H20AsF2NO7ReSSi", "method": "wB97M-V/def2-TZVPD", "symbols": ["Re", "F", "C", "C", "C", "C", "C", "F", "C", "C", "C", "C", "C", "C", "N", "H", "H", "H", "H", "H", "H", "O", "As", "O", "O", "C", "C", "C", "C", "C", "C", "S", "O", "O", "O", "H", "H", "H", "H", "H", "C", "Si", "C", "C", "O", "H", "H", "H", "H", "H", "H", "H", "H", "H"], "xyz": [[0.46418, 0.21798, 0.30219], [4.61952, 2.17640, 3.21879], [4.05229, 1.11999, 2.61196], [2.83512, 1.27564, 1.97989], [2.24545, 0.18458, 1.35129], [2.90606, -1.06551, 1.36952], [4.13090, -1.16015, 2.02103], [4.79866, -2.33279, 2.05803], [4.72555, -0.08673, 2.64856], [2.21869, -2.15914, 0.67647], [2.62460, -3.48878, 0.59369], [1.83611, -4.39920, -0.08627], [0.65316, -3.98454, -0.68156], [0.30100, -2.65682, -0.57481], [1.06077, -1.77370, 0.08517], [2.35072, 2.24382, 1.98601], [5.67857, -0.19006, 3.14607], [3.54231, -3.80100, 1.06203], [2.14576, -5.43407, -0.14955], [0.01376, -4.67022, -1.21760], [-0.60259, -2.25304, -1.01488], [1.31096, 3.79961, -1.65270], [0.37034, 2.35531, -1.41207], [-0.08450, 2.32794, 0.19503], [1.35426, 0.93725, -1.34246], [-0.59966, 2.27133, -3.05653], [-0.00116, 2.85539, -4.16362], [-0.57859, 2.66826, -5.41325], [-1.72882, 1.90585, -5.54304], [-2.31918, 1.32089, -4.42829], [-1.75394, 1.50876, -3.18276], [-2.46391, 0.77520, -1.71787], [-3.46082, -0.16187, -2.15594], [-2.89358, 1.88849, -0.91352], [-1.27790, 0.07457, -1.14050], [1.51073, 4.18157, -0.78714], [0.89583, 3.44984, -4.05870], [-0.12114, 3.11816, -6.28396], [-2.17054, 1.75971, -6.51988], [-3.21362, 0.71845, -4.50988], [-2.89509, 1.36336, 2.46702], [-2.15455, -0.34221, 2.41513], [-3.16440, -1.54925, 1.40955], [-1.84916, -1.01049, 4.13508], [-0.63657, -0.25655, 1.70209], [-3.91819, 1.32211, 2.85009], [-2.91930, 1.80644, 1.47092], [-2.31729, 2.01878, 3.12209], [-4.11014, -1.74140, 1.92416], [-2.64772, -2.50623, 1.30530], [-3.39885, -1.17302, 0.41319], [-2.79341, -1.16582, 4.66255], [-1.24775, -0.31686, 4.72556], [-1.32289, -1.96624, 4.09838]], "forces_ev_per_a": [[-0.3382, -0.1395, 0.1721], [0.0024, 0.0035, 0.0016], [0.0077, -0.0329, 0.0003], [-0.0462, 0.0302, 0.0270], [0.0855, 0.0560, -0.0423], [-0.0145, 0.0442, -0.0078], [-0.0384, 0.0160, -0.0057], [0.0067, -0.0071, 0.0031], [-0.0223, 0.0112, -0.0072], [-0.0198, -0.0490, 0.0081], [-0.0116, 0.0055, -0.0202], [0.0010, 0.0293, 0.0074], [-0.0024, 0.0081, -0.0029], [-0.0162, -0.0274, -0.0396], [0.0924, 0.1630, 0.0258], [0.0028, 0.0012, 0.0016], [0.0016, -0.0007, 0.0007], [0.0011, 0.0008, 0.0011], [0.0026, -0.0018, 0.0013], [-0.0018, 0.0021, -0.0023], [0.0043, -0.0161, 0.0021], [-0.0407, -0.0826, -0.0464], [0.4316, 0.1050, -0.2270], [-0.1737, 0.0736, 0.0573], [0.0121, -0.0844, 0.0191], [-0.0415, 0.0664, 0.1007], [-0.0613, 0.0780, -0.0107], [-0.0204, -0.0064, -0.0028], [0.0153, 0.0092, 0.0198], [-0.0631, 0.0476, -0.0124], [0.1106, -0.1018, 0.1115], [-0.3788, 0.0630, -0.2360], [0.0552, 0.0016, 0.0133], [0.0064, -0.0169, 0.0356], [0.2974, -0.1459, 0.2017], [0.0790, -0.0368, 0.0045], [0.0022, -0.0079, 0.0067], [-0.0036, -0.0014, -0.0034], [-0.0014, 0.0001, -0.0011], [0.0051, -0.0090, 0.0048], [0.0136, -0.1100, 0.0318], [-0.1067, 0.0432, 0.1279], [0.0137, 0.0748, 0.1048], [-0.0522, 0.0299, -0.0826], [0.1345, -0.0940, -0.2677], [0.0026, 0.0048, -0.0007], [-0.0028, -0.0157, -0.0274], [0.0191, -0.0152, 0.0013], [-0.0004, -0.0028, -0.0180], [0.0269, 0.0091, 0.0107], [0.0207, 0.0221, -0.0132], [0.0024, 0.0027, 0.0029], [0.0091, 0.0132, -0.0151], [-0.0073, -0.0099, -0.0138]], "e_tot_ev": -124006.8412, "gap_ev": [7.20, 7.29], "mol_weight_g_mol": 745.658, "spin_multiplicity": 2, "de_lowest_kcal_mol": 0.0}


{"formula": "C20H20B2Cl3F3NO3", "method": "wB97M-V/def2-TZVPD", "symbols": ["Cl", "B", "Cl", "Cl", "O", "C", "C", "C", "C", "C", "C", "C", "H", "H", "H", "H", "H", "H", "C", "C", "C", "C", "O", "C", "N", "C", "C", "B", "F", "F", "F", "C", "C", "C", "C", "C", "C", "O", "H", "H", "H", "H", "H", "H", "H", "H", "H", "H", "H", "H", "H", "H"], "xyz": [[2.65104, -1.53629, 0.94859], [1.58484, -0.05652, 1.18363], [2.52891, 1.48442, 1.62983], [0.57885, 0.25660, -0.38750], [0.62360, -0.33209, 2.28295], [-0.35226, 0.42409, 2.59556], [-1.67420, 0.13187, 2.10619], [-2.60460, 1.17505, 1.91766], [-3.81126, 0.91944, 1.27156], [-4.12323, -0.38200, 0.85113], [-3.22922, -1.43403, 1.09539], [-2.00479, -1.18614, 1.69957], [-0.16260, 1.36934, 3.11382], [-2.33770, 2.16766, 2.27989], [-4.51824, 1.73273, 1.08411], [-5.06045, -0.57604, 0.32782], [-3.48862, -2.45500, 0.79697], [-1.26848, -1.97281, 1.86400], [-5.29768, 3.90682, 8.03756], [-4.84500, 3.96419, 6.59817], [-5.93039, 3.50747, 5.64986], [-4.38659, 5.37042, 6.25802], [-3.64279, 3.09432, 6.40230], [-3.79696, 1.78254, 6.68441], [-2.68629, 1.06455, 6.23465], [-1.52236, 1.56395, 5.65331], [-0.56031, 0.57766, 5.62054], [1.12672, 0.76342, 5.56081], [1.33684, 0.78273, 6.94064], [1.66560, -0.33589, 4.92822], [1.34676, 1.98035, 4.93371], [-1.14150, -0.62232, 6.18744], [-2.48166, -0.30649, 6.52560], [-3.27976, -1.11173, 7.30334], [-2.73363, -2.32361, 7.75944], [-1.41149, -2.67517, 7.41811], [-0.61347, -1.83977, 6.62534], [-4.75113, 1.25929, 7.24268], [-4.47682, 4.20776, 8.70026], [-6.14094, 4.59266, 8.19652], [-5.61627, 2.89251, 8.29328], [-5.54270, 3.47470, 4.62375], [-6.28664, 2.51284, 5.93986], [-6.77975, 4.20189, 5.67267], [-3.96862, 5.42646, 5.24705], [-5.23534, 6.06521, 6.31051], [-3.62790, 5.71814, 6.96838], [-1.49388, 2.59230, 5.32974], [-4.28183, -0.77525, 7.54248], [-3.32862, -2.97512, 8.39917], [-0.99793, -3.61146, 7.79778], [0.42027, -2.07674, 6.37849]], "forces_ev_per_a": [[-0.1723, 0.2110, 0.1698], [0.9255, 0.4451, -0.5210], [-0.1045, -0.3004, -0.1809], [0.0522, -0.0648, 0.2238], [-1.7351, 0.1490, 0.5469], [0.8133, 0.0717, -0.5190], [-0.8861, -0.8149, -0.0595], [0.2944, -0.3583, 0.3015], [-0.0275, -0.0804, -0.1043], [0.4418, 0.1611, 0.2546], [-0.0666, -0.0671, -0.0388], [0.1754, 0.5798, 0.0126], [0.2157, -0.0899, -0.0863], [-0.1670, -0.1450, -0.1602], [0.2894, -0.2875, 0.0994], [0.2281, 0.0582, 0.2058], [0.1075, 0.4339, 0.0811], [-0.2481, 0.1612, -0.0689], [-0.1788, -0.1004, 0.6128], [0.3932, -0.1422, -0.0367], [-0.2779, -0.2899, -0.3156], [0.3198, 0.2212, -0.1235], [-1.0205, 0.2700, 0.2731], [0.5076, -0.8724, -0.3086], [-1.6361, -0.2423, 0.2641], [1.1762, -1.1701, -0.1866], [0.3635, 0.7509, -0.6878], [-3.1451, -0.0835, 0.1762], [1.3481, 0.1254, 0.4041], [0.8911, -0.1865, -0.1238], [0.8949, 0.4408, -0.2670], [-1.2723, 0.5201, 0.3924], [0.6770, 0.6397, 0.5734], [-0.3330, -1.0913, 0.3861], [0.1969, 0.4957, -0.4807], [-0.0483, 0.1519, -0.1836], [-0.1997, -0.1314, 0.0523], [0.7098, 0.7239, -0.6581], [-0.1654, -0.0663, -0.0798], [0.2112, -0.0509, -0.1059], [0.0603, 0.3855, 0.0491], [-0.0986, -0.0214, 0.1674], [0.0485, 0.2278, -0.1735], [0.2017, -0.0827, 0.0509], [-0.0429, -0.0720, 0.1414], [0.1241, -0.2428, 0.0190], [-0.0758, -0.1129, -0.1483], [0.1565, -0.0387, 0.1413], [0.2396, -0.3412, 0.1720], [0.1463, 0.1149, -0.1857], [-0.0876, 0.2470, -0.1199], [-0.2205, -0.0390, 0.1530]], "e_tot_ev": -75780.7132, "gap_ev": 5.86, "mol_weight_g_mol": 507.361, "total_charge": -1}


{"formula": "C20H20BrClF2N2O", "method": "wB97M-V/def2-TZVPD", "symbols": ["C", "C", "C", "C", "C", "F", "C", "C", "C", "N", "C", "C", "C", "F", "C", "N", "C", "O", "C", "C", "C", "C", "Br", "C", "Cl", "C", "C", "H", "H", "H", "H", "H", "H", "H", "H", "H", "H", "H", "H", "H", "H", "H", "H", "H", "H", "H", "H"], "xyz": [[2.49386, -0.42278, -1.58963], [2.22595, -0.51355, -0.11189], [3.16690, -1.08202, 0.73779], [2.95823, -1.17625, 2.10804], [1.78219, -0.67588, 2.61876], [1.55818, -0.74677, 3.94712], [0.81922, -0.10581, 1.81006], [1.03161, -0.03089, 0.43965], [-0.05756, 0.53297, -0.43886], [-0.70320, -0.50091, -1.25180], [-1.50014, -1.45999, -0.48696], [-0.69050, -2.71043, -0.14175], [-1.56428, -3.77279, 0.48661], [-1.98146, -3.32721, 1.74958], [-2.82292, -4.07619, -0.31124], [-3.55485, -2.85712, -0.64465], [-4.50741, -2.30744, 0.20256], [-4.49878, -1.11478, 0.43903], [-5.73049, -3.11166, 0.60423], [-5.89573, -4.49419, 0.55610], [-7.06131, -5.08297, 1.01443], [-8.08352, -4.31035, 1.54105], [-9.64715, -5.16169, 2.15109], [-7.92894, -2.93112, 1.60103], [-9.16760, -1.91215, 2.24312], [-6.75756, -2.34826, 1.15061], [-2.70231, -1.88455, -1.32368], [2.50779, 0.61762, -1.92397], [3.46015, -0.86225, -1.83350], [1.71748, -0.93240, -2.15994], [4.09192, -1.46116, 0.31995], [3.69090, -1.61898, 2.76861], [-0.09897, 0.25938, 2.25322], [-0.78176, 1.05887, 0.19821], [0.36767, 1.26877, -1.12532], [-1.29799, -0.03920, -1.92962], [-1.88439, -1.00833, 0.43628], [-0.26075, -3.11019, -1.06621], [0.13601, -2.48350, 0.53093], [-1.00553, -4.69830, 0.64708], [-2.55009, -4.59570, -1.23457], [-3.42612, -4.73990, 0.29401], [-5.16106, -5.14341, 0.11099], [-7.18458, -6.15547, 0.96141], [-6.62937, -1.27849, 1.22249], [-3.31070, -1.01914, -1.57991], [-2.34628, -2.35340, -2.24815]], "forces_ev_per_a": [[-0.0007, 0.0028, -0.0013], [0.0023, -0.0056, -0.0031], [0.0008, 0.0019, -0.0011], [0.0061, -0.0015, 0.0027], [-0.0021, 0.0009, 0.0007], [0.0006, 0.0003, 0.0000], [-0.0056, -0.0022, 0.0025], [-0.0030, -0.0028, 0.0028], [-0.0041, 0.0050, -0.0056], [0.0002, -0.0009, 0.0058], [0.0044, 0.0068, 0.0003], [0.0015, 0.0027, 0.0039], [-0.0037, -0.0003, -0.0064], [0.0026, 0.0002, 0.0043], [-0.0008, -0.0022, -0.0058], [0.1738, -0.1307, 0.2864], [-0.3340, 0.2046, -0.6035], [-0.0017, -0.0030, -0.0042], [0.2967, -0.1045, 0.6835], [-0.1288, 0.0270, -0.3605], [-0.0030, -0.0060, 0.0003], [-0.0009, 0.0013, 0.0008], [0.0009, 0.0006, -0.0002], [-0.0071, 0.0003, 0.0032], [0.0007, -0.0003, -0.0005], [0.0058, 0.0083, -0.0012], [-0.0022, 0.0035, -0.0051], [0.0017, -0.0002, -0.0003], [-0.0001, -0.0009, 0.0002], [-0.0003, 0.0004, 0.0003], [0.0001, 0.0000, 0.0008], [-0.0005, -0.0001, -0.0006], [0.0004, 0.0001, -0.0009], [0.0011, -0.0017, 0.0000], [-0.0011, -0.0002, -0.0003], [0.0007, -0.0019, -0.0012], [0.0002, -0.0026, -0.0001], [-0.0005, -0.0015, 0.0003], [0.0031, 0.0031, -0.0014], [-0.0005, -0.0002, 0.0027], [0.0013, -0.0007, 0.0016], [0.0010, 0.0014, -0.0023], [-0.0027, -0.0007, 0.0019], [0.0013, 0.0004, -0.0006], [-0.0020, 0.0002, 0.0008], [0.0009, -0.0025, 0.0000], [-0.0027, 0.0013, 0.0006]], "e_tot_ev": -114092.9543, "gap_ev": 9.18, "mol_weight_g_mol": 457.746, "smiles": "Cc1ccc(F)cc1CN[C@@H]1C[C@@H](F)CN(C(=O)c2ccc(Br)c(Cl)c2)C1", "de_lowest_kcal_mol": 8.4}


{"formula": "C20H20BrN4O3SSn", "method": "wB97M-V/def2-TZVPD", "symbols": ["Sn", "N", "C", "C", "O", "N", "C", "C", "O", "O", "H", "H", "H", "H", "H", "H", "Br", "C", "C", "C", "C", "C", "C", "C", "C", "C", "C", "H", "H", "H", "H", "H", "H", "C", "C", "C", "C", "N", "C", "S", "N", "C", "H", "H", "H", "H", "H", "H", "H", "H"], "xyz": [[-0.18112, -0.78904, -0.84985], [0.53146, -0.57680, -3.27994], [-0.29344, -1.56386, -3.98923], [-1.56379, -1.94326, -3.17543], [-2.52202, -2.33648, -3.83282], [-1.45847, -2.01250, -1.83538], [-2.41954, -2.64946, -0.96791], [-2.49994, -1.93930, 0.35076], [-3.24316, -2.26184, 1.26145], [-1.60918, -0.95062, 0.56433], [1.50543, -0.84354, -3.19929], [0.43001, 0.37691, -3.61135], [-0.69692, -1.21181, -4.95491], [0.24933, -2.51599, -4.13046], [-3.34727, -2.58130, -1.53213], [-2.17269, -3.72046, -0.83382], [1.04399, -3.73955, -1.27928], [2.56879, -2.94113, -0.37504], [3.58627, -3.87670, -0.06223], [4.68061, -3.52155, 0.72022], [4.64938, -2.31799, 1.44232], [3.71279, -1.31660, 1.11060], [3.81066, -0.04890, 1.74816], [3.09918, 0.95927, 1.20503], [2.17567, 0.71924, 0.15269], [1.81654, -0.53895, -0.26975], [2.67726, -1.59601, 0.08860], [3.49352, -4.88742, -0.49496], [5.51589, -4.22040, 0.85595], [5.40255, -2.10159, 2.18669], [4.52613, 0.16222, 2.51053], [3.18092, 2.00503, 1.53495], [1.61114, 1.56516, -0.18249], [-4.78449, 3.31475, 1.08754], [-3.30032, 3.20143, 1.06032], [-2.40450, 3.63941, 2.00828], [-1.06374, 3.21502, 1.92343], [-0.58859, 2.50505, 0.87089], [-1.40445, 2.20692, -0.10451], [-0.93325, 1.50640, -1.61176], [-2.73330, 2.47539, 0.02965], [-0.04270, 3.60792, 2.89807], [-5.14760, 2.95103, 2.04224], [-5.24507, 2.68461, 0.34208], [-5.18648, 4.29659, 0.95425], [-2.70981, 4.22376, 2.88420], [-3.35855, 2.16363, -0.72184], [-0.43101, 3.50209, 3.93838], [0.18626, 4.66660, 2.71410], [0.88760, 3.05463, 2.80870]], "forces_ev_per_a": [[0.0790, 0.6345, -1.4244], [-0.1237, -0.5023, 0.6543], [-0.9292, 0.1805, 0.3137], [-0.4944, -1.2254, -1.4853], [0.2927, 0.2351, 0.6775], [1.1771, 0.7350, 0.0437], [-0.3138, -0.1342, -1.3618], [-0.5051, -0.2391, 2.5958], [0.5009, 0.2365, -1.6140], [0.3139, 0.0005, -0.2055], [0.0270, 0.2318, -0.3343], [0.2103, -0.2529, -0.1654], [0.5041, -0.1272, 0.3812], [-0.1364, 0.5565, -0.0108], [-0.5333, -0.2790, 0.4600], [-0.1954, 0.4765, 0.1909], [0.8825, 0.8441, 0.3995], [1.6525, -1.2820, 1.0843], [-1.3563, 0.5198, -1.2675], [0.2231, 0.7063, 1.3346], [0.0081, -0.8840, -1.3416], [-0.3155, -1.1011, -0.5208], [-0.3328, -0.2344, -1.2565], [-0.3990, 1.2402, -0.7245], [-0.6930, 0.0367, 0.6844], [0.3406, 0.3455, 0.5195], [0.3500, -0.9312, 1.2721], [0.2045, 0.6411, 0.3424], [-0.5394, 0.2452, 0.0465], [0.0960, 0.0117, -0.0472], [0.3407, -0.2765, 0.5181], [0.1482, -0.6049, -0.0249], [-0.3099, 0.3314, -0.0879], [0.0382, -0.6182, 0.2086], [1.0994, -0.7401, -0.5751], [0.1082, -0.0450, 0.6084], [0.0039, -0.4519, -1.4211], [-0.0286, 0.5056, 0.5295], [-1.0595, 0.0386, 0.2732], [0.2103, -0.2339, 0.1157], [-1.1480, 0.6318, 0.0552], [-0.0445, 0.4300, 1.5212], [0.0155, -0.0077, 0.2705], [-0.0130, -0.2219, -0.3488], [0.1359, 0.8247, -0.0741], [-0.0477, -0.2707, -0.5125], [0.4409, 0.0461, 0.3608], [0.3200, 0.2444, -0.6902], [-0.0406, -0.0997, 0.2198], [-0.1642, -0.1671, -0.1872]], "e_tot_ev": -119871.8118, "gap_ev": 7.36, "mol_weight_g_mol": 595.087, "de_lowest_kcal_mol": 0.0, "total_charge": 1}